# 1
This record from the OMol25 dataset describes a single C18H27NO3 molecule. The level of theory is ωB97M-V/def2-TZVPD.

Results
SMILES = COc1cc(CNC(=O)CCCC/C=C\C(C)C)ccc1O
HOMO-LUMO gap = 8.828 eV
total charge = 0
energy relative to the best compared isomer or geometry (same formula, charge and spin) = 26.0 kcal/mol
LUMO = 0.024 Ha

Positions of all 49 atoms, in Å:
C (-7.76, -1.97, 0.69)
O (-7.54, -0.58, 0.69)
C (-6.33, -0.12, 0.24)
C (-5.26, -0.90, -0.16)
C (-4.08, -0.31, -0.59)
C (-2.91, -1.16, -1.02)
N (-1.69, -0.78, -0.35)
C (-0.65, -0.20, -1.00)
O (-0.62, -0.08, -2.21)
C (0.45, 0.28, -0.07)
C (1.74, 0.60, -0.84)
C (2.74, 1.40, -0.03)
C (3.26, 0.67, 1.22)
C (3.88, -0.65, 0.88)
C (5.12, -0.85, 0.48)
C (6.19, 0.18, 0.27)
C (7.41, -0.16, 1.12)
C (6.57, 0.23, -1.21)
C (-3.97, 1.07, -0.62)
C (-5.03, 1.86, -0.21)
C (-6.21, 1.28, 0.22)
O (-7.25, 2.06, 0.62)
H (-8.78, -2.11, 1.04)
H (-7.66, -2.40, -0.31)
H (-7.07, -2.48, 1.38)
H (-5.33, -1.98, -0.14)
H (-2.71, -1.03, -2.09)
H (-3.12, -2.22, -0.83)
H (-1.71, -0.77, 0.66)
H (0.09, 1.19, 0.43)
H (0.63, -0.48, 0.69)
H (1.46, 1.16, -1.73)
H (2.19, -0.34, -1.17)
H (2.29, 2.35, 0.28)
H (3.59, 1.64, -0.67)
H (2.43, 0.52, 1.92)
H (3.99, 1.31, 1.72)
H (3.22, -1.51, 0.97)
H (5.45, -1.86, 0.26)
H (5.82, 1.17, 0.57)
H (8.19, 0.59, 0.98)
H (7.81, -1.13, 0.84)
H (7.15, -0.18, 2.18)
H (6.96, -0.73, -1.54)
H (5.70, 0.47, -1.82)
H (7.33, 0.99, -1.38)
H (-3.06, 1.53, -0.97)
H (-4.96, 2.94, -0.23)
H (-7.98, 1.48, 0.87)



# 2
This record from the OMol25 dataset describes a single C18H27NO3 molecule. The level of theory is ωB97M-V/def2-TZVPD.

Results
SMILES = CC(=O)c1cccc(OC[C@H](O)CNCC2CCCCC2)c1
HOMO-LUMO gap = 9.000 eV
total charge = 0
energy relative to the best compared isomer or geometry (same formula, charge and spin) = 24.8 kcal/mol
LUMO = 0.011 Ha

Positions of all 49 atoms, in Å:
C (4.05, 2.57, -0.19)
C (3.66, 2.10, 1.19)
O (4.50, 1.80, 2.02)
C (2.21, 2.02, 1.50)
C (1.84, 1.79, 2.83)
C (0.50, 1.72, 3.17)
C (-0.47, 1.86, 2.20)
C (-0.11, 2.08, 0.87)
O (-1.15, 2.18, -0.01)
C (-0.88, 2.40, -1.37)
C (-0.28, 1.17, -2.09)
O (0.77, 1.64, -2.91)
C (-1.35, 0.42, -2.91)
N (-2.43, -0.17, -2.16)
C (-2.31, -1.56, -1.78)
C (-1.27, -1.92, -0.71)
C (-1.18, -3.44, -0.54)
C (-0.13, -3.81, 0.50)
C (-0.44, -3.16, 1.84)
C (-0.54, -1.64, 1.68)
C (-1.60, -1.28, 0.64)
C (1.23, 2.17, 0.52)
H (3.70, 1.86, -0.94)
H (3.60, 3.54, -0.39)
H (5.13, 2.64, -0.25)
H (2.61, 1.67, 3.57)
H (0.21, 1.55, 4.20)
H (-1.52, 1.81, 2.45)
H (-0.19, 3.24, -1.51)
H (-1.84, 2.67, -1.82)
H (0.12, 0.49, -1.32)
H (1.03, 0.95, -3.52)
H (-0.86, -0.38, -3.49)
H (-1.77, 1.14, -3.63)
H (-2.67, 0.41, -1.36)
H (-2.10, -2.12, -2.69)
H (-3.30, -1.87, -1.42)
H (-0.28, -1.57, -1.04)
H (-0.94, -3.91, -1.50)
H (-2.16, -3.82, -0.22)
H (-0.09, -4.90, 0.62)
H (0.85, -3.48, 0.15)
H (0.34, -3.40, 2.56)
H (-1.39, -3.54, 2.22)
H (-0.79, -1.18, 2.64)
H (0.43, -1.24, 1.37)
H (-1.66, -0.20, 0.54)
H (-2.57, -1.64, 0.97)
H (1.52, 2.34, -0.50)



# 3
This record from the OMol25 dataset describes a molecular structure, C18H28AlN at a distorted geometry. The level of theory is ωB97M-V/def2-TZVPD.

Results
HOMO-LUMO gap = 6.586 eV
total charge = +2
LUMO = -0.328 Ha

Positions of all 48 atoms, in Å:
C (-3.85, -1.15, -1.04)
H (-4.66, -0.67, -0.49)
H (-4.28, -2.09, -1.42)
H (-3.59, -0.53, -1.86)
C (-2.73, -1.43, -0.05)
H (-1.74, -1.38, -0.52)
H (-2.76, -0.62, 0.71)
C (-2.89, -2.79, 0.69)
H (-2.24, -2.79, 1.59)
H (-3.94, -2.97, 0.98)
H (-2.59, -3.62, 0.04)
C (2.20, 0.49, -0.40)
C (2.10, -0.95, -0.01)
C (1.19, -1.57, -0.94)
C (0.77, -0.60, -1.88)
C (1.31, 0.66, -1.53)
C (1.27, 1.88, -2.37)
C (0.03, -0.89, -3.12)
C (0.82, -3.00, -0.96)
C (2.75, -1.57, 1.16)
C (3.03, 1.51, 0.28)
Al (0.66, 0.13, 0.69)
H (-0.55, -0.02, -3.47)
H (0.69, -1.19, -3.94)
H (-0.70, -1.69, -3.00)
H (0.37, 1.92, -3.01)
H (1.28, 2.81, -1.77)
H (2.13, 1.94, -3.07)
H (2.95, 1.49, 1.38)
H (4.09, 1.34, 0.04)
H (2.76, 2.54, -0.01)
H (2.36, -2.59, 1.33)
H (3.83, -1.67, 0.98)
H (2.64, -0.98, 2.09)
H (-0.21, -3.15, -1.31)
H (1.47, -3.61, -1.60)
H (0.87, -3.44, 0.04)
C (-0.37, 3.55, 3.18)
C (-0.36, 2.21, 3.55)
C (-0.38, 1.26, 2.53)
N (-0.22, 1.69, 1.21)
C (-0.43, 2.99, 0.85)
C (-0.48, 3.96, 1.85)
H (-0.35, 4.31, 3.97)
H (-0.40, 1.87, 4.59)
H (-0.71, 0.22, 2.70)
H (-0.57, 3.17, -0.22)
H (-0.59, 5.00, 1.57)



# 4
This record from the OMol25 dataset describes a molecular structure, C18H28AsKN3OSi2 at a distorted geometry. The level of theory is ωB97M-V/def2-TZVPD.

Results
HOMO-LUMO gap = 5.553 eV
total charge = -1
energy relative to the best compared isomer or geometry (same formula, charge and spin) = 6.7 kcal/mol
LUMO = 0.082 Ha

Positions of all 54 atoms, in Å:
K (-1.52, -0.09, -0.71)
O (-1.84, 4.02, -1.90)
C (-2.06, 2.79, -1.84)
N (-2.44, 2.08, -0.80)
C (-2.50, 2.85, 0.41)
C (-2.67, 2.03, 1.68)
C (-2.53, 2.70, 2.90)
C (-2.70, 2.01, 4.08)
C (-3.01, 0.65, 4.03)
C (-3.11, 0.07, 2.78)
N (-2.95, 0.73, 1.63)
C (-1.82, 2.00, -3.13)
C (-1.50, 2.72, -4.28)
C (-1.23, 2.04, -5.45)
C (-1.27, 0.65, -5.45)
C (-1.60, 0.01, -4.27)
N (-1.88, 0.66, -3.13)
H (-3.33, 3.58, 0.39)
H (-1.60, 3.48, 0.53)
H (-2.27, 3.75, 2.90)
H (-2.59, 2.51, 5.04)
H (-3.14, 0.07, 4.93)
H (-3.32, -0.99, 2.70)
H (-1.46, 3.79, -4.20)
H (-0.97, 2.57, -6.35)
H (-1.05, 0.07, -6.33)
H (-1.64, -1.07, -4.22)
C (2.06, -3.58, -0.50)
Si (2.69, -1.88, -1.01)
C (4.54, -1.90, -0.63)
C (2.55, -1.83, -2.89)
As (1.60, -0.06, -0.14)
Si (1.38, -0.83, 2.00)
C (0.08, -2.19, 2.28)
C (2.94, -1.52, 2.81)
C (0.80, 0.62, 3.06)
H (2.59, -4.38, -1.03)
H (0.99, -3.68, -0.71)
H (2.19, -3.74, 0.58)
H (5.05, -2.76, -1.09)
H (4.70, -1.93, 0.45)
H (5.00, -0.98, -1.01)
H (3.17, -2.60, -3.36)
H (2.87, -0.85, -3.27)
H (1.51, -1.98, -3.20)
H (0.45, -3.16, 1.94)
H (-0.84, -1.98, 1.71)
H (-0.19, -2.27, 3.34)
H (3.27, -2.42, 2.30)
H (2.76, -1.77, 3.86)
H (3.75, -0.79, 2.76)
H (0.00, 1.17, 2.55)
H (1.62, 1.33, 3.24)
H (0.41, 0.29, 4.03)



# 5
This record from the OMol25 dataset describes a molecular structure, C18H28BCl3GeMgN6. The level of theory is ωB97M-V/def2-TZVPD.

Results
HOMO-LUMO gap (alpha / beta) = 8.849 / 4.884 eV
total charge = +1
energy relative to the best compared isomer or geometry (same formula, charge and spin) = 0.0 kcal/mol
spin multiplicity = 2
LUMO (alpha / beta) = -0.106 / -0.252 Ha

Positions of all 58 atoms, in Å:
Mg (-0.36, 0.35, 0.19)
C (-0.35, 0.46, 4.54)
C (-0.25, -0.90, 3.87)
C (-0.20, -2.01, 4.92)
C (-1.38, -1.16, 2.90)
C (-2.55, -1.89, 3.11)
C (-3.17, -1.94, 1.88)
N (-2.44, -1.28, 0.99)
N (-1.32, -0.78, 1.62)
B (-2.58, -1.31, -0.57)
N (-1.28, -1.91, -1.17)
C (-1.13, -3.02, -1.91)
C (0.21, -3.17, -2.21)
C (0.85, -2.09, -1.60)
N (-0.05, -1.33, -0.97)
C (2.31, -1.76, -1.53)
C (2.89, -2.14, -0.16)
C (3.09, -2.43, -2.66)
N (-2.77, 0.13, -1.15)
C (-3.80, 0.63, -1.84)
C (-3.46, 1.89, -2.31)
C (-2.17, 2.10, -1.85)
N (-1.75, 1.04, -1.15)
C (-1.24, 3.26, -2.11)
C (-1.97, 4.43, -2.75)
C (-0.05, 2.81, -2.98)
H (0.45, 0.57, 5.28)
H (-0.26, 1.29, 3.84)
H (-1.30, 0.57, 5.07)
H (0.68, -0.94, 3.29)
H (-1.06, -1.95, 5.59)
H (-0.17, -3.00, 4.47)
H (0.70, -1.89, 5.54)
H (-2.88, -2.35, 4.03)
H (-4.08, -2.43, 1.58)
H (-3.53, -1.98, -0.86)
H (-1.98, -3.61, -2.18)
H (0.67, -3.96, -2.79)
H (2.41, -0.68, -1.65)
H (2.89, -3.23, -0.04)
H (3.91, -1.79, -0.06)
H (2.30, -1.72, 0.66)
H (3.10, -3.51, -2.53)
H (2.66, -2.20, -3.64)
H (4.13, -2.09, -2.65)
H (-4.70, 0.05, -1.97)
H (-4.07, 2.54, -2.91)
H (-0.85, 3.60, -1.14)
H (-2.33, 4.16, -3.75)
H (-2.82, 4.75, -2.16)
H (-1.29, 5.28, -2.87)
H (-0.40, 2.49, -3.96)
H (0.65, 3.64, -3.13)
H (0.49, 1.98, -2.53)
Cl (1.83, 1.42, 0.23)
Ge (1.02, 3.32, 1.09)
Cl (-0.96, 2.61, 1.54)
Cl (2.08, 3.72, 2.86)



# 6
This record from the OMol25 dataset describes 3 unconnected molecules or ions with the total composition C18H28Br2O5 at a distorted geometry. The level of theory is ωB97M-V/def2-TZVPD.

Results
SMILES = C[C@H](Br)CC1=C(C[C@@H](C)Br)C(=O)OC1=O.C1CCOC1.C1CCOC1
HOMO-LUMO gap = 7.380 eV
total charge = 0
energy relative to the best compared isomer or geometry (same formula, charge and spin) = 146.8 kcal/mol
LUMO = -0.068 Ha

Positions of all 53 atoms, in Å:
C (-3.83, 0.16, 2.64)
C (-2.46, 1.13, 2.68)
Br (-3.10, 2.86, 3.53)
C (-2.01, 1.31, 1.11)
C (-0.50, 1.90, 0.89)
C (0.85, 1.45, 1.35)
C (1.16, 0.14, 2.28)
C (2.71, -0.44, 2.11)
C (3.77, 0.28, 3.16)
Br (2.65, -2.40, 2.67)
C (1.82, 2.57, 0.64)
O (3.17, 2.56, 0.58)
O (1.01, 3.67, 0.02)
C (-0.39, 3.23, -0.06)
O (-1.36, 3.80, -0.82)
H (-4.64, 0.51, 3.42)
H (-4.30, 0.32, 1.56)
H (-3.52, -0.96, 2.75)
H (-1.68, 0.60, 3.37)
H (-2.80, 2.04, 0.60)
H (-2.04, 0.24, 0.59)
H (0.37, -0.72, 2.05)
H (1.04, 0.46, 3.41)
H (3.09, -0.43, 0.99)
H (3.25, 0.53, 4.20)
H (4.70, -0.40, 3.38)
H (4.14, 1.30, 2.71)
C (4.25, -6.27, 1.11)
C (3.17, -7.02, 0.37)
C (2.35, -5.89, -0.23)
O (3.26, -4.81, -0.47)
C (4.50, -5.09, 0.19)
H (5.14, -6.86, 1.30)
H (3.86, -5.91, 2.07)
H (3.62, -7.62, -0.43)
H (2.58, -7.68, 1.01)
H (1.59, -5.54, 0.47)
H (1.87, -6.18, -1.17)
H (5.24, -5.34, -0.58)
H (4.84, -4.20, 0.73)
C (-2.69, 3.87, -3.91)
C (-3.21, 4.17, -5.28)
C (-4.68, 3.86, -5.14)
O (-5.04, 4.12, -3.77)
C (-3.83, 4.32, -3.02)
H (-1.74, 4.37, -3.67)
H (-2.53, 2.79, -3.80)
H (-3.08, 5.24, -5.50)
H (-2.73, 3.60, -6.08)
H (-4.88, 2.80, -5.34)
H (-5.31, 4.46, -5.80)
H (-3.75, 5.38, -2.78)
H (-3.88, 3.75, -2.09)



# 7
This record from the OMol25 dataset describes a molecular structure, C18H28Cl2InNO2S2 at a distorted geometry. The level of theory is ωB97M-V/def2-TZVPD.

Results
HOMO-LUMO gap (alpha / beta) = 5.432 / 5.436 eV
total charge = +2
energy relative to the best compared isomer or geometry (same formula, charge and spin) = 0.0 kcal/mol
LUMO (alpha / beta) = -0.333 / -0.333 Ha

Positions of all 54 atoms, in Å:
In (-0.91, -0.45, -1.41)
Cl (-2.07, -1.91, -3.71)
C (-2.31, -3.23, -2.61)
C (-1.90, -4.49, -3.09)
C (-2.03, -5.61, -2.30)
C (-2.68, -5.54, -1.04)
C (-3.07, -4.33, -0.51)
Cl (-4.05, -4.23, 0.92)
C (-2.81, -3.09, -1.26)
S (-3.13, -1.55, -0.53)
H (-1.44, -4.49, -4.08)
H (-1.66, -6.55, -2.67)
H (-2.82, -6.47, -0.42)
C (4.53, 1.63, 1.41)
C (4.23, 0.16, 1.42)
C (2.83, -0.23, 0.83)
S (2.56, 0.29, -0.85)
O (1.22, -0.40, -1.16)
C (3.82, -0.70, -1.80)
C (3.47, -2.03, -2.36)
C (3.11, -3.12, -1.36)
H (5.39, 1.93, 2.06)
H (3.70, 2.31, 1.71)
H (4.87, 2.00, 0.39)
H (4.18, -0.12, 2.53)
H (4.97, -0.47, 0.94)
H (2.04, 0.34, 1.37)
H (2.71, -1.35, 0.87)
H (4.68, -0.69, -1.13)
H (4.05, 0.00, -2.62)
H (4.32, -2.37, -2.95)
H (2.63, -1.88, -3.05)
H (4.00, -3.38, -0.79)
H (2.78, -4.06, -1.89)
H (2.28, -2.88, -0.68)
O (-2.18, 1.58, -0.61)
C (-2.20, 2.66, 0.03)
C (-3.55, 3.39, 0.16)
C (-3.61, 4.40, 1.31)
C (-3.31, 3.84, 2.70)
C (-1.82, 3.83, 3.08)
C (-0.98, 2.94, 2.15)
N (-1.17, 3.24, 0.76)
H (-4.34, 2.62, 0.28)
H (-3.74, 3.87, -0.84)
H (-4.61, 4.88, 1.32)
H (-2.99, 5.28, 1.09)
H (-3.56, 2.78, 2.70)
H (-4.02, 4.33, 3.35)
H (-1.81, 3.44, 4.07)
H (-1.37, 4.84, 3.11)
H (-1.31, 1.84, 2.30)
H (0.07, 3.01, 2.35)
H (-1.00, 4.21, 0.52)



# 8
This record from the OMol25 dataset describes 9 unconnected molecules or ions with the total composition C18H28Cl2N8 at a distorted geometry. The level of theory is ωB97M-V/def2-TZVPD.

Results
HOMO-LUMO gap (alpha / beta) = 2.108 / 10.895 eV
total charge = -1
spin multiplicity = 2
LUMO (alpha / beta) = 0.082 / 0.082 Ha

Positions of all 56 atoms, in Å:
C (-0.95, 4.16, -3.77)
C (0.00, 5.13, -4.26)
N (0.65, 6.00, -4.64)
H (-1.98, 4.51, -3.71)
H (-0.66, 3.58, -2.89)
H (-1.01, 3.30, -4.43)
C (2.31, 0.17, 3.01)
C (3.03, 1.39, 2.53)
N (3.57, 2.35, 2.20)
H (1.24, 0.16, 2.78)
H (2.35, 0.16, 4.10)
H (2.59, -0.68, 2.39)
C (0.91, -3.23, 3.14)
C (2.21, -3.17, 3.74)
N (3.27, -3.14, 4.13)
H (0.96, -3.53, 2.09)
H (0.55, -2.20, 3.14)
H (0.33, -3.90, 3.79)
C (-3.01, 0.85, 5.64)
C (-2.20, 1.05, 4.42)
N (-1.58, 1.24, 3.43)
H (-3.04, -0.23, 5.70)
H (-4.06, 1.05, 5.42)
H (-2.66, 1.40, 6.51)
C (-3.99, -0.76, 1.54)
C (-4.49, -1.27, 2.79)
N (-4.80, -1.72, 3.78)
H (-3.06, -0.20, 1.65)
H (-4.81, -0.33, 0.97)
H (-3.77, -1.70, 1.02)
C (-0.76, 1.45, -0.31)
C (-0.02, 0.33, 0.16)
N (0.53, -0.59, 0.63)
H (-0.07, 2.25, -0.58)
H (-1.43, 1.78, 0.48)
H (-1.34, 1.18, -1.19)
C (-1.38, -0.95, -4.99)
C (-0.77, 0.09, -4.16)
N (-0.29, 0.90, -3.53)
H (-2.12, -1.46, -4.37)
H (-0.60, -1.66, -5.29)
H (-1.91, -0.56, -5.85)
C (2.64, 1.62, -1.56)
C (4.14, 1.65, -1.70)
N (5.33, 1.65, -1.79)
H (2.57, 0.92, -0.73)
H (2.15, 1.14, -2.41)
H (2.32, 2.63, -1.34)
Cl (2.32, -1.80, -3.91)
C (2.35, -2.98, -2.54)
C (1.08, -2.82, -1.65)
Cl (-0.35, -3.07, -2.67)
H (3.22, -2.85, -1.90)
H (2.44, -4.00, -2.92)
H (1.04, -1.80, -1.27)
H (1.02, -3.51, -0.81)